Record 1
Molecular formula: C4H9N
Method: DFT, ωB97M-V/def2-TZVPD

The geometry in XYZ format:
```
14
Properties=species:S:1:pos:R:3:lowdin_charge:R:1
C -1.39 -0.61 1.50 -0.011
C -0.31 -1.06 0.83 -0.196
C 0.85 -0.18 0.41 -0.231
C 0.87 0.30 -1.00 -0.318
N 0.05 1.47 -1.28 -0.020
H -1.69 0.43 1.57 0.053
H -1.98 -1.27 2.15 0.048
H -0.46 -2.03 0.35 0.100
H 1.65 -0.87 0.69 0.112
H 0.94 0.66 1.11 0.118
H 1.87 0.60 -1.36 0.111
H 0.52 -0.52 -1.67 0.112
H -0.02 1.81 -2.23 0.059
H -0.92 1.25 -1.07 0.061
```

2S+1: 1
LUMO level: 1.179 eV
HOMO energy: -0.3340 Ha



Record 2
Molecular formula: C28H56Br10O18
Method: DFT, ωB97M-V/def2-TZVPD

The geometry in XYZ format:
```
112
Properties=species:S:1:pos:R:3:lowdin_charge:R:1
C -3.65 1.50 0.45 -0.028
O -3.44 2.78 1.14 -0.029
C -3.09 3.78 0.29 -0.596
O -3.06 3.77 -0.92 0.099
O -2.78 4.89 0.98 -0.033
C -2.44 6.08 0.22 -0.002
H -4.34 1.71 -0.47 0.131
H -4.31 0.94 1.12 0.082
H -2.76 0.96 0.16 0.061
H -3.39 6.59 -0.07 0.109
H -1.96 5.81 -0.73 0.094
H -1.69 6.51 0.89 0.100
C -4.31 -2.65 4.54 -0.014
O -3.86 -1.32 4.70 0.002
C -3.26 -0.82 3.65 -0.639
O -3.04 -1.34 2.57 0.066
O -2.82 0.41 3.82 0.000
C -3.24 1.19 4.98 -0.005
H -5.30 -2.69 4.90 0.083
H -3.61 -3.34 5.03 0.089
H -4.32 -2.88 3.48 0.069
H -3.08 2.22 4.74 0.068
H -2.73 0.93 5.92 0.100
H -4.31 1.08 5.14 0.098
C 3.46 0.91 -6.60 0.012
O 2.27 0.85 -5.76 -0.046
C 1.09 1.22 -6.30 -0.647
O 0.94 1.41 -7.47 0.121
O 0.23 1.34 -5.32 -0.001
C -1.16 1.45 -5.77 0.016
H 4.09 1.47 -5.89 0.070
H 3.20 1.53 -7.45 0.092
H 3.79 -0.16 -6.72 0.115
H -1.38 2.52 -5.60 0.105
H -1.75 0.81 -5.07 0.107
H -1.22 1.11 -6.79 0.082
C 3.71 2.03 -3.20 -0.065
O 2.58 1.32 -2.72 -0.039
C 1.43 2.02 -2.50 -0.634
O 1.31 3.18 -2.64 0.143
O 0.47 1.21 -2.08 -0.024
C -0.88 1.82 -1.98 0.029
H 3.53 2.56 -4.15 0.090
H 4.42 1.23 -3.47 0.054
H 4.08 2.68 -2.43 0.075
H -1.02 2.40 -2.84 0.076
H -0.84 2.38 -1.06 0.073
H -1.55 0.93 -1.86 0.107
C 0.55 -2.56 -3.80 -0.023
O -0.20 -1.83 -2.84 0.004
C 0.39 -1.60 -1.68 -0.644
O 1.56 -1.72 -1.43 0.093
O -0.57 -1.25 -0.82 -0.070
C -0.13 -0.77 0.47 -0.009
H 1.52 -2.07 -3.96 0.090
H 0.00 -2.47 -4.72 0.087
H 0.61 -3.63 -3.61 0.093
H 0.08 0.30 0.36 0.087
H 0.73 -1.33 0.81 0.083
H -1.04 -0.94 1.04 0.076
C -0.99 3.27 3.29 -0.047
O -0.13 4.32 2.92 0.033
C 0.60 4.08 1.90 -0.647
O 0.53 3.09 1.21 0.115
O 1.51 5.05 1.76 0.002
C 2.52 4.96 0.72 -0.005
H -1.47 3.73 4.17 0.112
H -0.47 2.29 3.53 0.106
H -1.66 3.05 2.46 0.074
H 3.16 4.06 0.91 0.097
H 3.09 5.81 0.74 0.062
H 2.03 4.77 -0.27 0.107
Br 5.88 -4.33 0.37 0.634
C 5.43 -3.72 -1.37 -0.770
C 4.85 -2.33 -1.44 -0.734
Br 4.83 -1.66 -3.22 0.703
H 4.68 -4.37 -1.83 0.037
H 6.30 -3.94 -1.98 0.047
H 5.40 -1.61 -0.82 0.005
H 3.74 -2.33 -1.15 0.058
Br 3.86 -1.32 2.57 0.664
C 3.09 0.31 2.01 -0.751
C 3.37 0.70 0.56 -0.616
Br 5.31 1.07 0.32 0.608
H 3.53 1.03 2.74 0.059
H 2.02 0.31 2.11 0.036
H 2.96 1.71 0.33 0.042
H 3.11 -0.04 -0.23 0.045
Br -6.23 -5.14 1.61 0.571
C -5.49 -4.07 0.11 -0.683
C -4.63 -2.89 0.56 -0.737
Br -3.99 -1.99 -0.99 0.718
H -6.38 -3.84 -0.48 0.051
H -4.98 -4.78 -0.55 0.050
H -3.70 -3.13 1.05 -0.027
H -5.27 -2.22 1.13 0.061
Br 2.86 -6.65 -0.45 0.623
C 1.41 -5.40 -0.12 -0.726
C 0.07 -5.99 0.29 -0.634
Br -1.19 -4.53 0.72 0.671
H 1.36 -4.72 -0.97 0.033
H 1.73 -4.69 0.70 0.070
H 0.17 -6.57 1.21 0.053
H -0.37 -6.57 -0.55 0.070
Br 1.34 0.95 6.01 0.649
C 0.22 -0.49 5.41 -0.757
C 0.85 -1.84 5.59 -0.613
Br -0.44 -3.16 4.83 0.627
H 0.04 -0.20 4.35 0.047
H -0.73 -0.43 5.92 0.030
H 1.02 -2.18 6.62 0.063
H 1.76 -1.93 5.00 0.028
```

2S+1: 1
LUMO level: 0.270 eV
HOMO energy: -0.3600 Ha



Record 3
Molecular formula: C19H21NO4
Method: DFT, ωB97M-V/def2-TZVPD

The geometry in XYZ format:
```
45
Properties=species:S:1:pos:R:3:lowdin_charge:R:1
C -0.22 -4.01 0.13 -0.046
C -0.62 -2.67 -0.49 -0.334
N -1.56 -2.03 0.41 -0.005
C -2.54 -1.14 -0.19 -0.150
C -3.06 -0.15 0.86 -0.264
C -3.92 0.93 0.21 -0.116
O -3.17 1.66 -0.74 -0.026
C -1.91 1.99 -0.31 -0.217
C -1.18 2.91 -1.06 -0.002
C 0.09 3.27 -0.66 -0.081
C 0.64 2.74 0.50 -0.084
C -0.08 1.82 1.24 0.001
C -1.34 1.42 0.83 -0.203
O -2.00 0.46 1.56 -0.003
C 0.67 -1.84 -0.74 -0.237
C 0.51 -0.64 -1.69 -0.105
O 1.77 -0.06 -1.94 -0.012
C 2.48 0.17 -0.78 -0.208
C 3.55 1.06 -0.83 -0.008
C 4.26 1.35 0.32 -0.099
C 3.91 0.75 1.52 -0.095
C 2.86 -0.15 1.57 -0.012
C 2.15 -0.45 0.42 -0.207
O 1.14 -1.38 0.51 0.000
H -1.12 -4.58 0.37 0.076
H 0.39 -4.59 -0.56 0.076
H 0.34 -3.84 1.05 0.081
H -1.11 -2.84 -1.45 0.151
H -1.04 -1.55 1.14 0.114
H -2.15 -0.58 -1.05 0.116
H -3.38 -1.75 -0.55 0.132
H -3.63 -0.69 1.63 0.162
H -4.29 1.61 0.99 0.142
H -4.77 0.50 -0.33 0.138
H -1.63 3.32 -1.95 0.120
H 0.66 3.98 -1.25 0.104
H 1.63 3.03 0.82 0.104
H 0.33 1.37 2.13 0.123
H 1.43 -2.50 -1.19 0.167
H 0.11 -0.95 -2.66 0.144
H -0.14 0.11 -1.23 0.119
H 3.79 1.52 -1.77 0.120
H 5.09 2.04 0.28 0.100
H 4.46 0.98 2.43 0.101
H 2.58 -0.64 2.49 0.121
```

2S+1: 1
LUMO level: 0.859 eV
HOMO energy: -0.3033 Ha



Record 4
Molecular formula: C4H7NO2
Method: DFT, ωB97M-V/def2-TZVPD

The geometry in XYZ format:
```
14
Properties=species:S:1:pos:R:3:lowdin_charge:R:1
N -2.48 0.08 -0.31 0.150
C -1.25 -0.20 0.20 -0.530
O -1.06 -1.15 0.94 0.058
C -0.11 0.76 -0.10 -0.066
C 1.12 0.22 0.59 -0.311
C 2.01 -0.71 -0.12 -0.107
O 2.37 0.65 0.07 -0.045
H -3.20 -0.60 -0.10 0.108
H -2.57 0.60 -1.17 0.100
H -0.39 1.78 0.23 0.134
H 0.12 0.85 -1.17 0.129
H 0.99 0.18 1.68 0.151
H 1.81 -1.02 -1.15 0.118
H 2.64 -1.43 0.42 0.113
```

2S+1: 1
LUMO level: 0.820 eV
HOMO energy: -0.3656 Ha